The following is a DFT calculation (the ωB97M-V functional and the def2-TZVPD basis) of a molecular structure, C46H66ClN3O5P2SiSr in a non-equilibrium geometry.

Output
Charge: -2
Energy: -3796.1909 a.u.
Relative energy (zero: lowest compared OMol25 entry of this formula, charge and spin): 36.7 kcal/mol

Each line ends with the Mulliken charge.
Positions of all 125 atoms, in Å:
Sr -0.54986 0.35697 -2.08138  0.79
C -0.84795 -3.12755 -0.09505  -1.53
Si -0.06505 -1.37848 0.13633  -0.67
C 1.79051 -1.78860 0.48508  1.31
C 2.22454 -3.09810 0.66527  0.12
C 3.55349 -3.42374 0.86380  -0.89
C 4.50053 -2.41486 0.91702  -1.11
C 4.09959 -1.10311 0.74257  -1.05
C 2.77134 -0.78875 0.48472  0.32
P 2.20662 0.94882 0.28005  1.11
C 2.72464 1.48992 2.02262  0.08
C 2.04522 0.54284 3.01503  -0.22
C 1.85242 1.16803 4.40137  -0.58
C 2.95060 2.18523 4.68228  -0.99
C 2.82702 3.36268 3.70763  -0.97
C 2.27405 2.91080 2.34496  -0.13
C 3.42174 2.01811 -0.71882  0.53
C 4.92310 2.14765 -0.41558  -1.18
C 5.83202 1.26269 -1.26646  -0.38
C 5.53970 1.46587 -2.74459  -1.22
C 4.10505 1.02728 -2.99398  -0.44
C 3.15842 1.93719 -2.22887  -0.04
C -0.74173 -1.18224 1.95563  0.27
C -0.10800 -1.84091 3.00802  0.60
C -0.51189 -1.70218 4.32211  -0.86
C -1.60804 -0.90847 4.61688  -1.37
C -2.29175 -0.29576 3.58357  -0.44
C -1.87784 -0.42045 2.25990  -0.01
P -2.71218 0.36444 0.81257  1.08
C -2.82782 2.19323 1.28007  -0.09
C -1.62128 2.82581 0.59425  0.05
C -1.59020 4.34280 0.72606  -1.07
C -1.64724 4.75417 2.19266  -0.35
C -2.88014 4.14735 2.85172  -1.14
C -2.85907 2.62277 2.74316  -0.13
C -4.54317 -0.09127 0.76805  0.11
C -5.62497 0.40622 1.73224  -1.40
C -5.80333 -0.43216 2.99638  -0.15
C -5.90302 -1.91757 2.67267  -1.23
C -4.68612 -2.35071 1.86323  0.22
C -4.66209 -1.59572 0.54242  -0.80
H -0.81538 -3.75299 0.79843  0.48
H -1.89345 -3.01277 -0.35977  0.11
H -0.37165 -3.66248 -0.91060  0.25
H 1.49883 -3.89772 0.65389  0.46
H 3.86118 -4.46015 0.97390  0.29
H 5.54730 -2.65151 1.08035  0.33
H 4.83762 -0.31585 0.81848  0.56
H 3.81380 1.42485 2.13434  0.42
H 1.07112 0.26869 2.61041  -1.10
H 2.62605 -0.37661 3.10085  0.63
H 0.88279 1.66609 4.46275  -0.03
H 1.85366 0.38464 5.16213  0.61
H 2.88699 2.53908 5.71539  0.49
H 3.92074 1.69808 4.56204  0.30
H 2.16388 4.12068 4.13635  0.44
H 3.80875 3.82754 3.57261  0.29
H 1.18284 2.91985 2.36197  -0.72
H 2.59092 3.61751 1.57654  0.54
H 2.96321 2.97451 -0.41819  0.03
H 5.20591 3.19120 -0.60309  0.62
H 5.12150 1.96024 0.64151  0.15
H 6.87895 1.50076 -1.04064  0.41
H 5.66621 0.20947 -1.04169  0.14
H 5.65539 2.52441 -3.00226  0.39
H 6.24307 0.89031 -3.35428  0.45
H 3.87484 1.07485 -4.06036  0.47
H 3.97121 -0.00358 -2.66963  0.17
H 3.24344 2.94761 -2.64455  0.54
H 2.13795 1.59901 -2.39516  -0.49
H 0.74869 -2.46419 2.78944  0.29
H 0.02186 -2.20526 5.12222  0.33
H -1.93816 -0.77124 5.64234  0.34
H -3.16078 0.29305 3.82771  0.50
H -3.73711 2.54991 0.77717  0.84
H -0.70230 2.39871 1.00730  -0.46
H -1.65227 2.56323 -0.46226  0.32
H -0.67986 4.72026 0.25681  0.35
H -2.44735 4.76814 0.19611  0.42
H -0.75227 4.39172 2.70363  -0.03
H -1.66735 5.84552 2.28530  0.42
H -2.92561 4.44272 3.90596  0.46
H -3.77669 4.52933 2.35562  0.36
H -1.97005 2.24228 3.25157  -0.05
H -3.74226 2.22901 3.25141  0.09
H -4.74999 0.38593 -0.20430  0.49
H -5.44343 1.44753 2.00513  0.24
H -6.57283 0.37993 1.18094  0.59
H -4.96223 -0.28625 3.67118  0.02
H -6.70570 -0.10047 3.52388  0.43
H -5.97010 -2.49506 3.60056  0.47
H -6.80938 -2.10477 2.08969  0.39
H -3.77716 -2.12487 2.42365  -0.19
H -4.71759 -3.42889 1.68794  0.47
H -3.82389 -1.91771 -0.07680  -0.42
H -5.57661 -1.81297 -0.01726  0.64
O 0.10185 -0.95989 -3.73545  0.21
C -0.37082 -1.24083 -4.88234  -0.40
C -1.08733 -0.26277 -5.62565  -0.39
C -1.54528 -0.49309 -6.89163  -0.75
C -1.31175 -1.72004 -7.51178  -0.87
C -0.67940 -2.71735 -6.80610  -0.73
C -0.22440 -2.52949 -5.49613  1.25
C 0.35325 -3.63025 -4.76303  -0.35
N 0.84427 -3.62370 -3.53922  0.24
C 1.26329 -4.88402 -3.26913  -0.39
C 1.02543 -5.70021 -4.33380  -0.97
N 0.44766 -4.89614 -5.28200  -0.07
H -1.26055 0.68242 -5.12981  0.23
H -2.09451 0.27729 -7.42069  0.41
H -1.63649 -1.89200 -8.53068  0.35
H -0.53743 -3.67499 -7.29573  0.22
H 1.70682 -5.12360 -2.31989  0.37
H 1.21329 -6.74179 -4.51205  0.46
H 0.11338 -5.18913 -6.18190  0.16
O 2.56282 -1.62397 -2.62182  -0.62
H 1.80238 -1.26944 -3.11678  0.19
H 2.23944 -2.50604 -2.41651  0.21
O -3.26364 -2.50403 -3.49947  -0.70
H -3.45230 -1.59340 -3.20432  0.25
H -2.30230 -2.55095 -3.51519  0.32
Cl -3.46894 0.46706 -2.45390  -0.69
O 0.26718 2.80756 -1.64677  -0.20
N -0.03646 3.29275 -2.75783  -0.03
O -0.44457 2.49847 -3.62269  -0.38



The following is a DFT calculation (the ωB97M-V functional and the def2-TZVPD basis) of 8 unconnected molecules or ions with the total composition C46H69BBrClN7O5 in a non-equilibrium geometry.

Output
Charge: -1
Energy: -5612.4270 a.u.

Each line ends with the Mulliken charge.
Positions of all 130 atoms, in Å:
C 5.55575 -0.54946 2.44775  -0.60
C 5.69296 -0.90190 1.18751  -0.70
C 6.09667 -1.35592 -0.29450  1.93
C 5.49923 -2.72035 -0.92203  -1.46
C 3.89964 -2.94373 -0.61307  1.08
C 3.78850 -4.51392 -0.13085  -1.22
O 3.18495 -2.67607 -1.85139  -0.44
C 1.75030 -2.80447 -1.70443  0.07
C 0.93614 -1.41147 -1.79355  0.40
C 0.84010 -0.40626 -0.55162  -0.36
C 0.06346 0.97548 -0.64067  -0.34
C -0.65875 1.42171 -1.96668  0.06
C -0.62456 0.43365 -3.18980  -0.64
C 0.14896 -0.93168 -3.09756  -0.41
C 7.70404 -1.73491 -0.15737  -0.74
O 8.35385 -0.46891 -0.45104  -0.63
B 7.59175 0.19479 -1.54131  0.27
C 8.41500 -0.31374 -2.88296  -0.48
C 10.02376 -0.28633 -2.70272  0.58
O 10.70833 0.77455 -2.54510  -0.51
Cl 10.94718 -1.89985 -2.77853  -0.28
C 7.28888 1.82204 -1.37216  -0.06
C 7.85723 2.30408 0.06737  0.47
O 7.00773 2.48028 1.00225  -0.55
Br 9.83703 2.62341 0.31112  -0.25
O 6.21729 -0.37149 -1.35039  -0.60
H 5.57161 -0.07575 3.50334  0.35
H 6.12131 -3.59090 -0.45488  0.36
H 5.73983 -2.73396 -2.04756  0.13
H 3.49995 -2.20875 0.18062  0.00
H 2.82707 -4.54886 0.52901  0.10
H 3.62296 -5.18400 -1.05025  0.27
H 4.66161 -4.83129 0.54467  0.47
H 1.38648 -3.44226 -2.61326  -0.07
H 1.39881 -3.33257 -0.74736  0.19
H 1.34407 -0.67918 0.44397  0.23
H 0.05389 1.67732 0.27255  0.35
H -1.19184 2.44071 -2.02711  -0.03
H -1.18075 0.72777 -4.16574  0.27
H 0.13250 -1.60675 -4.03016  0.40
H 8.04739 -1.91444 0.94301  0.24
H 8.08768 -2.57670 -0.87233  0.26
H 8.15291 -1.40628 -3.17835  0.20
H 8.17279 0.40604 -3.74807  0.25
H 6.14354 2.01049 -1.42725  -0.07
H 7.76842 2.37137 -2.26194  0.40
C 1.91718 -6.45179 4.47076  -1.11
C 1.43296 -5.11592 5.02044  -0.41
C 1.23808 -4.05430 3.93714  -0.41
C 2.49996 -3.67623 3.29143  0.17
N 3.49003 -3.38429 2.77928  -0.33
H 2.90368 -6.36275 4.00826  0.33
H 1.99396 -7.18517 5.27863  0.33
H 1.22004 -6.84360 3.72337  0.28
H 2.14344 -4.75895 5.77349  0.30
H 0.47828 -5.27301 5.53366  0.31
H 0.79232 -3.16351 4.39108  0.30
H 0.52898 -4.41508 3.18476  0.26
C -0.54371 -5.46589 -6.07342  -1.34
C -1.29451 -5.30634 -4.75728  0.21
C -2.46889 -4.33083 -4.84819  -0.47
C -2.03347 -2.95611 -5.11637  0.30
N -1.69196 -1.87724 -5.33162  -0.45
H -0.08225 -4.52676 -6.38988  0.36
H 0.25294 -6.20706 -5.96410  0.36
H -1.21493 -5.80556 -6.86882  0.33
H -0.59392 -4.98016 -3.98170  -0.03
H -1.67507 -6.28620 -4.44970  0.14
H -3.01809 -4.34965 -3.90130  0.25
H -3.16678 -4.65837 -5.62588  0.34
C 6.16245 7.40315 -0.87519  -1.16
C 5.01601 6.51429 -0.40935  -0.58
C 5.33311 5.02146 -0.50800  -0.06
C 5.51445 4.57895 -1.89460  0.32
N 5.66279 4.23406 -2.98390  -0.57
H 6.38515 7.25039 -1.93456  0.34
H 5.90077 8.45671 -0.73917  0.35
H 7.07155 7.20339 -0.29946  0.30
H 4.11995 6.74826 -0.99440  0.31
H 4.78634 6.75590 0.63378  0.33
H 4.51047 4.45462 -0.06089  0.34
H 6.23000 4.79094 0.07574  0.13
C -2.83421 4.90157 -1.18423  -0.92
C -3.51195 4.76259 0.17299  -0.19
C -2.59216 5.11094 1.34339  -0.26
C -1.46840 4.17577 1.46999  0.27
N -0.58253 3.44481 1.56600  -0.52
H -1.99849 4.20565 -1.28945  0.07
H -3.54798 4.68710 -1.98480  0.36
H -2.45667 5.91840 -1.33120  0.34
H -3.88973 3.74049 0.28275  0.31
H -4.38179 5.42746 0.20040  0.17
H -3.17533 5.09012 2.26873  0.13
H -2.21474 6.13250 1.22933  0.30
C -1.07776 -9.66142 -1.50432  -1.15
C -2.20869 -9.09567 -0.65453  -0.40
C -2.81748 -7.81855 -1.23547  -0.44
C -1.86490 -6.70281 -1.25287  0.30
N -1.11491 -5.82842 -1.27299  -0.44
H -0.23328 -8.96966 -1.56250  0.34
H -0.71225 -10.59589 -1.06958  0.33
H -1.42076 -9.87322 -2.52194  0.31
H -1.83724 -8.90828 0.35846  0.29
H -2.99578 -9.85225 -0.56932  0.30
H -3.68478 -7.53367 -0.63137  0.31
H -3.18591 -8.00870 -2.24892  0.27
C -7.54559 8.19647 2.22511  -1.16
C -8.11431 6.81093 1.94699  -0.55
C -7.80780 5.80107 3.05365  -0.07
C -6.37285 5.52010 3.17295  0.20
N -5.24547 5.30407 3.27093  -0.46
H -6.45338 8.18120 2.27276  0.31
H -7.83363 8.88783 1.42825  0.34
H -7.92658 8.59320 3.17121  0.31
H -7.72555 6.44898 0.98905  0.34
H -9.20063 6.89311 1.83838  0.33
H -8.33415 4.86650 2.83475  0.02
H -8.19599 6.16707 4.00972  0.30
C -10.96433 3.02115 4.06921  -0.79
C -12.09202 3.58493 4.92444  -0.45
C -12.69432 4.87086 4.35579  -0.45
C -11.73617 5.98194 4.34861  0.29
N -10.98188 6.85287 4.33689  -0.43
H -10.11616 3.70897 4.01751  0.01
H -10.60376 2.08077 4.49498  0.34
H -11.30850 2.82078 3.04971  0.33
H -11.71939 3.76071 5.93906  0.31
H -12.88299 2.83188 5.00262  0.30
H -13.55990 5.15443 4.96288  0.29
H -13.06398 4.69244 3.34081  0.28



| no. | gap between HOMO and LUMO (eV) | highest occupied orbital energy (Ha) |
| --- | --- | --- |
| 1 | 5.43 | -0.045 |
| 2 | 6.14 | -0.182 |